*1*
20
Properties=species:S:1:pos:R:3 method="wB97M-V/def2-TZVPD" mol_weight_da=101.2 spin_multiplicity=1 homo_ev=-13.3 total_charge=+1
N 2.374 0.277 0.761
N -0.465 0.454 -1.202
C -1.803 0.376 -1.886
C -0.527 0.340 0.335
C 0.270 -0.991 0.694
C 1.725 -0.938 0.307
C -1.718 0.470 1.074
H -2.349 1.331 -1.885
H -1.798 1.261 1.818
H -2.426 -0.337 -1.347
H -0.195 1.395 -1.474
H 1.807 -0.946 -0.781
H 0.214 1.113 0.573
H 2.194 0.437 1.748
H 0.230 -0.942 1.807
H -1.647 0.119 -2.933
H -0.407 -1.817 0.478
H 3.383 0.263 0.657
H -2.629 -0.108 0.940
H 2.190 -1.866 0.655


*2*
20
Properties=species:S:1:pos:R:3 method="wB97M-V/def2-TZVPD" mol_weight_da=101.2 spin_multiplicity=1 homo_ev=-13.5 total_charge=+1
N -1.325 -0.847 -0.621
N -0.040 1.323 0.148
C 0.839 1.028 1.289
C -1.341 -0.374 -3.031
C 2.437 -0.478 2.435
C 1.333 -0.186 1.493
C -1.949 -0.475 -1.857
H -0.639 0.358 -0.223
H -0.291 -0.621 -3.138
H -1.980 -1.291 0.014
H -1.919 -0.115 -3.902
H 3.288 -0.942 1.933
H 2.146 -1.194 3.209
H -0.767 1.965 0.447
H 0.468 1.653 -0.663
H 0.889 -1.043 0.998
H -0.562 -1.502 -0.780
H 2.790 0.427 2.930
H 1.148 1.885 1.870
H -2.997 -0.217 -1.768


*3*
20
Properties=species:S:1:pos:R:3 method="wB97M-V/def2-TZVPD" mol_weight_da=101.2 spin_multiplicity=1 homo_ev=-13.8 total_charge=+1
N 0.756 -0.062 1.493
N -1.644 -0.439 0.406
C 1.733 0.400 0.488
C 2.440 0.421 -1.975
C 1.541 0.124 -0.816
C -2.548 -1.236 0.843
C -2.100 0.669 -0.483
H -1.222 1.233 -0.788
H 0.559 -0.363 -1.006
H -2.583 0.211 -1.324
H -2.313 -1.940 1.688
H -0.324 -0.393 0.948
H 1.873 1.036 -2.725
H -2.827 1.323 0.024
H 1.060 -0.859 2.059
H 3.393 0.928 -1.643
H 0.479 0.681 2.148
H 2.661 0.880 0.882
H 2.670 -0.497 -2.527
H -3.596 -1.003 0.619


*4*
20
Properties=species:S:1:pos:R:3 method="wB97M-V/def2-TZVPD" mol_weight_da=101.2 spin_multiplicity=1 homo_ev=-12.3 total_charge=+1
N 2.344 0.774 2.202
N -2.044 -0.197 -2.034
C -0.369 0.654 -0.505
C 0.753 0.299 0.402
C -0.842 -1.902 -0.636
C 1.341 1.182 1.200
C -1.393 -0.482 -0.776
H -1.637 -0.683 -2.827
H -0.883 1.522 -0.105
H 2.353 -0.236 2.374
H -1.407 -2.563 -1.292
H 2.071 1.119 3.128
H -3.027 -0.426 -2.030
H 3.279 1.133 1.988
H -0.869 -2.306 0.375
H -2.153 -0.340 -0.013
H 0.013 0.974 -1.476
H 1.262 -0.649 0.245
H 0.783 2.075 1.436
H 0.170 -1.960 -1.062


Which is the most stable structure? *2* is the most stable.


*1*
15
Properties=species:S:1:pos:R:3 method="wB97M-V/def2-TZVPD" mol_weight_da=76.1 spin_multiplicity=1 homo_ev=-14.5 total_charge=+1
O 2.134 1.530 1.225
N 0.068 1.377 -0.556
C -1.352 -2.181 -0.164
C -0.442 0.139 0.048
C -0.810 -0.892 -0.692
H -1.299 -2.983 -0.888
H 0.252 1.330 -1.561
H 2.822 0.887 1.455
H -0.370 0.024 1.125
H -0.690 -0.839 -1.778
H 2.614 2.339 1.464
H -0.858 -2.422 0.771
H 0.967 1.625 -0.089
H -2.402 -2.038 0.031
H -0.634 2.105 -0.390


*2*
15
Properties=species:S:1:pos:R:3 method="wB97M-V/def2-TZVPD" mol_weight_da=76.1 spin_multiplicity=1 homo_ev=-13.1 total_charge=+1
O 0.890 -0.544 -0.692
N 0.039 -0.473 2.075
C -0.350 0.907 1.612
C -0.037 -0.466 -1.727
C -0.709 0.660 -1.932
H -0.760 -1.072 2.270
H 0.692 -0.459 2.860
H -1.078 0.774 0.822
H -0.667 1.500 2.447
H -1.724 0.699 -2.295
H 0.611 -0.840 1.300
H 0.567 1.350 1.236
H -0.160 -1.390 -2.282
H 1.715 -0.958 -0.980
H -0.197 1.564 -1.615


*3*
15
Properties=species:S:1:pos:R:3 method="wB97M-V/def2-TZVPD" mol_weight_da=76.1 spin_multiplicity=1 homo_ev=-14.3 total_charge=+1
O -0.654 1.881 1.310
N 0.127 -1.168 -2.228
C -0.592 0.874 0.286
C 0.614 0.033 0.526
C 0.573 -1.268 0.834
H -0.380 -1.804 0.823
H -0.423 -1.921 -2.612
H -1.482 0.264 0.199
H 0.205 -1.286 -1.188
H 1.441 -1.854 1.076
H 1.624 0.484 0.465
H 1.062 -1.197 -2.658
H -0.446 1.449 2.144
H -0.521 1.419 -0.657
H -0.315 -0.266 -2.348


Which is the most stable structure? *1* is the most stable.


*1*
15
Properties=species:S:1:pos:R:3 method="wB97M-V/def2-TZVPD" mol_weight_da=76.1 spin_multiplicity=1 homo_ev=-14.6 total_charge=+1
O 2.373 -0.081 -0.158
N -1.461 0.835 -0.658
C -0.721 0.207 0.321
C -0.463 0.759 1.549
C -0.452 -1.244 0.198
H -1.332 -1.891 0.117
H 1.741 0.128 -0.866
H -1.114 0.436 -1.587
H 0.155 -1.586 1.037
H -1.240 1.831 -0.807
H 0.031 -1.478 -0.790
H 3.143 -0.396 -0.640
H 0.340 0.479 -1.865
H -0.474 0.159 2.447
H -0.525 1.843 1.704


*2*
15
Properties=species:S:1:pos:R:3 method="wB97M-V/def2-TZVPD" mol_weight_da=76.1 spin_multiplicity=1 homo_ev=-14.5 total_charge=+1
O -0.152 -1.003 1.194
N 1.503 -0.187 -0.842
C 0.308 0.815 -0.966
C -1.049 0.257 -0.470
C -0.895 0.110 1.080
H -1.945 -0.016 1.440
H 0.627 1.771 -0.397
H 1.957 -0.148 -1.867
H -1.296 -0.685 -0.939
H 0.182 1.312 -1.985
H 0.302 -0.903 2.042
H 2.034 0.021 -0.031
H -0.576 1.098 1.499
H -1.898 0.877 -0.550
H 1.123 -1.086 -0.740


Which is the most stable structure? *2* is the most stable.


*1*
15
Properties=species:S:1:pos:R:3 method="wB97M-V/def2-TZVPD" mol_weight_da=76.1 spin_multiplicity=1 homo_ev=-13.5 total_charge=+1
O 0.887 0.775 -0.809
N -0.236 0.508 1.491
C 1.098 -0.416 -1.541
C 0.734 -1.580 -1.051
C -1.557 0.543 0.728
H 1.355 1.419 -1.356
H 0.586 -1.787 0.007
H 0.730 -2.479 -1.650
H -1.370 0.934 -0.260
H -1.947 -0.463 0.761
H -2.215 1.207 1.287
H 1.662 -0.348 -2.463
H -0.307 0.122 2.428
H 0.489 0.091 0.866
H 0.092 1.474 1.563


*2*
15
Properties=species:S:1:pos:R:3 method="wB97M-V/def2-TZVPD" mol_weight_da=76.1 spin_multiplicity=1 homo_ev=-14.0 total_charge=+1
O -2.370 -0.169 0.173
N 2.006 -1.303 -0.667
C 0.908 1.432 0.364
C -0.167 0.820 -0.163
C -1.008 -0.175 0.556
H 1.342 2.251 -0.197
H 1.092 1.337 1.430
H 2.687 -1.338 -1.425
H 1.708 -0.304 -0.400
H -0.359 0.974 -1.226
H 2.422 -1.760 0.147
H -2.582 0.650 -0.266
H -0.693 -1.202 0.302
H -0.929 -0.137 1.652
H 1.182 -1.833 -0.947


Which is the most stable structure? *1* is the most stable.